C56H52As2N3PPtSSeSiTe as an isolated structure at a distorted geometry. Source: OMol25; level of theory: ωB97M-V/def2-TZVPD.

Results
Gap between HOMO and LUMO (spin up / spin down) (eV): 5.38 / 5.82
Relative energy (zero: lowest compared OMol25 entry of this formula, charge and spin) (kcal per mole): 49.8
HOMO (spin up / spin down) (hartree): -0.197 / -0.242
Expectation value of S²: 6.03
Multiplicity: 5

Last column: Mulliken charge in e.
CARTESIAN COORDINATES (ANGSTROEM)
Pt (-2.12, -1.13, 0.38)  1.74
Te (-2.59, -1.81, 2.94)  -0.23
Se (0.19, -2.03, -1.80)  0.16
As (1.12, 5.73, -0.42)  0.22
As (-3.44, -2.98, -0.59)  0.85
S (-3.41, 3.27, 0.58)  -0.42
P (1.51, 1.37, -0.16)  0.99
Si (5.41, -1.54, -0.77)  0.06
N (1.63, -2.96, -1.49)  -0.71
N (-0.28, -1.91, -0.08)  -1.33
N (-3.34, 0.47, 0.76)  -0.27
C (1.10, -0.28, 3.51)  -0.72
C (6.55, -0.20, -1.35)  -1.21
C (1.63, -3.35, -0.19)  0.66
C (0.94, 3.93, 0.34)  -0.82
C (3.35, 6.00, 1.38)  0.13
C (-3.61, -2.16, -4.66)  -0.59
C (-3.83, -3.38, -5.25)  -0.55
C (0.56, 1.22, -1.68)  1.24
C (-3.35, 1.66, 0.63)  0.50
C (0.63, -2.73, 0.57)  2.42
C (-7.00, -1.70, 1.11)  -0.97
C (-3.51, -3.22, -2.51)  0.32
C (-5.26, -2.91, -0.06)  0.13
C (0.57, -2.88, 1.94)  -0.19
C (1.46, -0.10, 2.19)  -0.72
C (-1.94, 7.04, 2.15)  -0.52
C (-0.29, 1.59, 1.94)  1.33
C (2.98, 5.98, 0.05)  -0.08
C (0.04, 6.70, 0.86)  0.34
C (-5.69, -1.79, 0.63)  0.20
C (3.81, -0.55, -0.43)  -0.23
C (-6.11, -4.00, -0.22)  -0.17
C (-3.75, -4.45, -3.10)  -0.19
C (-2.35, -6.04, 2.05)  -0.84
C (0.33, 8.05, 1.07)  -0.41
C (-2.73, -4.62, 0.13)  0.64
C (1.17, 1.06, -2.93)  -0.67
C (-7.81, -2.78, 0.90)  -0.37
C (-3.14, -5.06, 1.38)  -0.53
C (-7.42, -3.92, 0.21)  -0.84
C (5.31, 5.76, -0.55)  -0.99
C (0.35, 1.10, -4.00)  -0.65
C (-3.50, -2.09, -3.30)  -0.03
C (-1.55, -5.13, -0.42)  -1.04
C (6.00, -2.16, 0.95)  -1.22
C (-3.82, -4.54, -4.49)  -0.81
C (2.47, -4.29, 1.84)  -1.02
C (2.14, 3.06, -0.01)  -0.73
C (2.60, -4.07, 0.48)  -0.83
C (4.63, 5.87, 1.78)  -0.93
C (-1.75, 8.37, 2.25)  -0.60
C (-1.62, 1.31, -2.64)  -0.70
C (-1.07, 6.14, 1.47)  0.04
C (-0.82, 1.40, -1.52)  1.05
C (5.61, 5.75, 0.79)  -0.17
C (-0.85, -6.13, 0.21)  -0.57
C (0.02, 0.45, 4.06)  -1.03
C (3.98, 5.83, -0.93)  -0.21
C (5.12, -2.66, -2.15)  -0.81
C (-0.67, 1.33, 3.27)  -1.35
C (-1.19, -6.50, 1.47)  -0.42
C (2.92, 0.31, -0.31)  -1.07
C (0.76, 0.86, 1.40)  1.25
C (-1.02, 1.15, -3.93)  -0.89
C (1.52, -3.66, 2.57)  -0.92
C (-0.61, 8.88, 1.73)  -0.51
H (-0.15, -2.31, 2.54)  -0.91
H (-0.85, 2.32, 1.32)  -0.36
H (-8.15, -4.72, -0.06)  0.33
H (6.63, 5.64, 1.19)  0.34
H (3.21, -4.87, 2.37)  0.42
H (1.47, -3.72, 3.73)  0.28
H (-3.60, -5.37, -2.56)  0.38
H (0.84, 1.15, -4.98)  0.37
H (-8.75, -2.76, 1.43)  0.35
H (-2.87, 6.57, 2.46)  0.37
H (-5.74, -4.82, -0.71)  0.58
H (2.22, -0.74, 1.76)  0.31
H (-2.47, 9.04, 2.73)  0.38
H (2.65, 3.39, -0.93)  0.73
H (7.06, -2.11, 0.87)  0.45
H (-3.69, -1.27, -5.32)  0.34
H (-3.42, -1.12, -2.78)  0.14
H (-1.32, 1.67, -0.58)  -1.13
H (2.22, 0.95, -3.09)  0.54
H (0.84, 4.09, 1.37)  0.96
H (4.66, -1.94, -2.92)  0.19
H (6.05, -2.98, -2.64)  0.42
H (2.98, 3.05, 0.72)  0.48
H (-2.67, 1.42, -2.51)  0.62
H (-2.76, -6.54, 2.95)  0.38
H (-1.62, 0.99, -4.81)  0.41
H (5.76, -1.50, 1.76)  0.38
H (4.95, 5.83, 2.80)  0.44
H (-1.32, 5.11, 1.43)  0.06
H (0.03, -6.61, -0.30)  0.25
H (-0.49, -7.15, 2.02)  0.35
H (6.11, 5.61, -1.22)  0.44
H (-5.10, -0.83, 0.68)  0.11
H (-0.22, 0.24, 5.14)  0.28
H (-7.45, -0.86, 1.62)  0.43
H (5.44, -3.04, 1.22)  0.30
H (-3.99, -3.42, -6.28)  0.43
H (6.22, 0.27, -2.25)  0.35
H (3.69, 5.70, -1.93)  0.59
H (-1.64, 1.69, 3.61)  0.45
H (-0.01, 3.60, -0.07)  0.21
H (1.24, 8.53, 0.68)  0.32
H (-1.31, -4.79, -1.38)  0.58
H (2.62, 6.00, 2.16)  0.39
H (4.43, -3.45, -1.93)  0.32
H (-4.04, -4.69, 1.88)  0.45
H (3.57, -4.42, 0.00)  0.45
H (7.42, -0.79, -1.61)  0.36
H (1.67, -1.01, 4.12)  0.43
H (6.91, 0.60, -0.69)  0.33
H (-3.91, -5.50, -5.00)  0.41
H (-0.31, 9.91, 1.89)  0.35